Record 1
106
Properties=species:S:1:pos:R:3 method="wB97M-V/def2-TZVPD" multiplicity=1 total_charge=0 gap_ev=7.67 homo_ha=-0.2774 e_above_lowest_kcal_mol=0.3
Na 0.1079 -0.8556 -1.1572
O -0.9343 0.7634 -0.4278
S -1.7478 1.9488 -0.8218
C -0.7519 3.3971 -0.4189
C -1.4098 4.5283 0.0470
C -0.7102 5.6953 0.2988
C 0.6577 5.7330 0.0800
C 1.2974 4.6067 -0.4087
C 0.6171 3.4194 -0.6905
P 1.6123 1.9657 -1.2943
C 2.7037 1.7174 0.1601
C 3.8461 2.4856 0.3928
C 4.6629 2.2343 1.4824
C 4.3542 1.1994 2.3540
C 3.2185 0.4371 2.1374
C 2.3926 0.7017 1.0538
C 2.7468 2.7367 -2.4967
C 2.3948 3.8292 -3.2825
C 3.2306 4.2691 -4.2988
C 4.4274 3.6173 -4.5504
C 4.7766 2.5109 -3.7881
C 3.9403 2.0690 -2.7782
C -3.0849 2.0851 0.3446
C -4.3350 2.2742 -0.2283
C -5.4469 2.3467 0.5963
C -5.2976 2.2009 1.9649
C -4.0482 1.9909 2.5277
C -2.9075 1.9266 1.7330
P -1.2157 1.6815 2.4235
C -1.4872 2.3993 4.0880
C -1.3586 3.7793 4.2144
C -1.5500 4.4004 5.4367
C -1.8506 3.6475 6.5615
C -1.9642 2.2697 6.4537
C -1.7873 1.6496 5.2244
C -1.2069 -0.1131 2.7542
C -2.2387 -0.9879 2.4309
C -2.1067 -2.3472 2.6724
C -0.9476 -2.8523 3.2352
C 0.0860 -1.9873 3.5721
C -0.0431 -0.6304 3.3286
H -2.4745 4.4995 0.2403
H -1.2361 6.5631 0.6761
H 1.2252 6.6313 0.2830
H 2.3640 4.6515 -0.5817
H 4.1189 3.2675 -0.3033
H 5.5476 2.8372 1.6414
H 4.9987 0.9864 3.1968
H 2.9796 -0.3839 2.8034
H 1.5049 0.0977 0.9269
H 1.4620 4.3512 -3.1100
H 2.9405 5.1245 -4.8955
H 5.0821 3.9609 -5.3404
H 5.7008 1.9827 -3.9832
H 4.2234 1.1953 -2.2025
H -4.4270 2.3389 -1.3042
H -6.4276 2.5025 0.1677
H -6.1679 2.2398 2.6071
H -3.9597 1.8790 3.5999
H -1.1022 4.3779 3.3467
H -1.4508 5.4758 5.5148
H -1.9890 4.1328 7.5190
H -2.1924 1.6689 7.3249
H -1.8873 0.5738 5.1563
H -3.1438 -0.6157 1.9715
H -2.9114 -3.0164 2.3985
H -0.8423 -3.9174 3.3949
H 0.9989 -2.3736 4.0085
H 0.7672 0.0449 3.5846
C -2.7266 -2.8555 -3.7877
C -3.6933 -2.7209 -2.8055
C -3.9026 -1.4727 -2.2408
N -3.2300 -0.3789 -2.5897
C -2.3224 -0.5225 -3.5549
C -2.0322 -1.7195 -4.1807
H -2.4974 -3.8193 -4.2219
H -4.2564 -3.5720 -2.4502
H -4.6440 -1.3535 -1.4552
H -1.7701 0.3765 -3.8271
H -1.2608 -1.7626 -4.9341
O 0.2812 -2.6721 -1.9428
C 0.7506 -3.9340 -1.7725
C 2.1758 -3.8855 -1.2080
C 3.1197 -4.8334 -0.9468
C 4.2998 -4.2991 -0.3710
C 4.2330 -2.9494 -0.2086
S 2.7423 -2.3241 -0.7731
C -0.1218 -4.6934 -0.7709
C 0.0155 -5.9129 -0.1729
C -1.0684 -6.2377 0.6796
C -2.0045 -5.2471 0.7161
S -1.5675 -3.9235 -0.2729
C 0.7894 -4.6741 -3.1098
C 0.8486 -4.0508 -4.3194
C 0.9437 -4.9516 -5.4101
C 0.9549 -6.2511 -5.0068
S 0.8295 -6.3809 -3.3043
H 2.9855 -5.8823 -1.1665
H 5.1599 -4.8926 -0.0971
H 4.9897 -2.2970 0.1965
H 0.8661 -6.5610 -0.3203
H -1.1509 -7.1596 1.2375
H -2.9230 -5.2385 1.2827
H 0.8354 -2.9742 -4.3903
H 0.9997 -4.6567 -6.4478
H 1.0075 -7.1356 -5.6207

=====

Record 2
19
Properties=species:S:1:pos:R:3 method="wB97M-V/def2-TZVPD" multiplicity=1 smiles="[H]/N=C(/C(=O)O)C(C)(C)N" total_charge=0 gap_ev=9.94 homo_ha=-0.3399 e_above_lowest_kcal_mol=63.0
H -1.0232 1.2428 2.1739
N -0.1609 1.5854 1.7277
C 0.1264 0.8379 0.7628
C 1.6964 1.1086 -0.0895
O 2.7268 0.4999 0.0610
O 1.6009 2.2433 -0.8056
C -0.3334 -0.3412 0.0605
C 0.3683 -1.6255 0.4681
C -0.5830 -0.1970 -1.4318
N -1.8942 -0.3534 0.8516
H 2.5140 2.4849 -1.0616
H 1.3690 -1.6801 0.0309
H 0.4711 -1.6965 1.5538
H -0.1972 -2.4901 0.1094
H -1.2773 -0.9717 -1.7689
H -1.0029 0.7811 -1.6782
H 0.3458 -0.3100 -1.9976
H -2.2238 -1.3155 0.7697
H -2.5227 0.1970 0.2640

=====

Record 3
47
Properties=species:S:1:pos:R:3 method="wB97M-V/def2-TZVPD" multiplicity=1 total_charge=-2 gap_ev=5.79 homo_ha=-0.0837 e_above_lowest_kcal_mol=12.4
Na 0.8809 -1.0483 -0.2151
I 5.3330 5.6741 -1.5885
C 4.2562 3.8953 -1.2549
C 4.9430 2.7233 -0.9849
C 4.2151 1.5759 -0.7447
I 5.2249 -0.2115 -0.3240
C 2.7834 1.5049 -0.7523
O 2.1529 0.4426 -0.4897
C 2.1399 2.7567 -1.0532
C 0.6393 2.7867 -1.1209
N 0.1506 2.4698 -2.4717
C -1.2130 2.8870 -2.7354
C -2.3216 2.0202 -2.1668
C -3.5584 1.9557 -2.7982
C -4.5327 1.1195 -2.2741
C -4.2308 0.3553 -1.1633
C -2.9646 0.4755 -0.6034
N -2.0431 1.3127 -1.0740
C 2.8684 3.9060 -1.2891
H 6.0238 2.7023 -0.9596
H 0.2829 3.7928 -0.8766
H 0.2432 2.0941 -0.3773
H 0.2249 1.4665 -2.6098
H -1.3592 2.9467 -3.8188
H -1.3255 3.9069 -2.3489
H -3.7404 2.5317 -3.6985
H -5.5007 1.0385 -2.7563
H -4.9277 -0.3676 -0.7630
H -2.6539 -0.1493 0.2275
H 2.3361 4.8246 -1.5105
O -0.9037 2.0061 5.8557
C -0.5598 1.5985 4.5958
C -1.2119 2.0663 3.4611
C -0.7868 1.6004 2.2285
N 0.2104 0.7347 2.0811
C 0.7887 0.2899 3.1700
Br 2.1334 -1.0160 2.9189
C 0.4649 0.6806 4.4630
H -1.6340 2.6276 5.7823
H -2.0267 2.7778 3.5351
H -1.2692 1.9212 1.3106
H 0.9737 0.2779 5.3257
O -0.9383 -4.4044 0.4662
Se -0.9278 -2.9389 -0.2489
O 0.4170 -2.7532 -1.1992
O -0.8005 -1.7372 0.8956
O -2.2763 -2.6899 -1.1433

=====

Record 4
18
Properties=species:S:1:pos:R:3 method="wB97M-V/def2-TZVPD" multiplicity=1 total_charge=+1 gap_ev=10.76 homo_ha=-0.5435 e_above_lowest_kcal_mol=38.9
C 0.3937 1.0526 -2.2595
C 0.4929 0.6815 0.6990
C -1.2380 -0.8875 1.5729
C -1.2374 0.3238 2.4182
C -0.8629 0.4579 0.9383
C 1.4858 -0.9641 -1.6554
N 0.7469 0.2231 -1.3889
O 1.5578 0.9076 1.0469
H 0.6217 0.9323 -3.3172
H -0.1620 1.9330 -1.9724
H -0.4571 -1.6212 1.7061
H -2.1793 -1.3006 1.2415
H -2.1722 0.7726 2.7155
H -0.4442 0.4440 3.1434
H -1.5681 0.8825 0.2395
H 0.8564 -1.8259 -1.4311
H 2.3555 -0.9943 -0.9989
H 1.8106 -1.0173 -2.6979

=====

Record 5
21
Properties=species:S:1:pos:R:3 method="wB97M-V/def2-TZVPD" multiplicity=1 total_charge=+1 gap_ev=7.56 homo_ha=-0.5101 e_above_lowest_kcal_mol=54.6
C -0.4936 -0.8693 0.4687
C 0.6249 1.4740 0.4351
C 1.5956 0.5052 -0.1409
C -1.9644 -0.2403 1.0406
C -3.0002 -0.5547 0.0778
C 2.7958 0.0401 0.6891
C 1.6416 0.1975 -1.6012
N 0.3958 0.0924 0.6588
O -0.3416 -2.0092 0.1087
O 0.1951 2.5315 0.7435
S -4.0405 0.6501 -0.5511
H -2.0279 -1.0010 1.8720
H -1.9019 0.7750 1.5105
H -2.8100 -1.5538 -0.4788
H 2.8333 -1.0770 0.4501
H 3.8470 0.4269 0.3705
H 2.5877 0.3699 1.7537
H 1.4052 1.0164 -2.2596
H 2.5856 -0.2437 -1.8851
H 0.8175 -0.5562 -1.7423
H -4.7451 0.0262 -1.5201

=====

Record 6
8
Properties=species:S:1:pos:R:3 method="wB97M-V/def2-TZVPD" multiplicity=3 total_charge=0 gap_ev="7.44 / 7.01" homo_ha="-0.2653 / -0.3562" s2=2.0067 e_above_lowest_kcal_mol=14.7
C 0.3371 0.2008 0.2397
C -0.6159 -0.8107 -0.0330
S 2.2942 -0.3993 0.0200
S 0.0228 1.8696 0.1615
Cl -2.3129 -0.2287 0.0434
H -0.6254 -1.8294 0.3051
H -0.3036 -0.9274 -1.1441
H 1.2038 2.1250 0.4074